30
Properties=species:S:1:pos:R:3 method="wB97M-V/def2-TZVPD" lumo_energy_ev=0.08 relative_energy_ev=0.0000 orbital_gap_ev=10.24 e_homo_ev=-10.16 charge=0
C -1.034 2.898 -2.895
C -0.391 2.804 -1.522
C -0.912 3.873 -0.582
O -0.712 1.539 -0.925
H -2.111 2.992 -2.766
H -0.792 1.993 -3.456
H -0.628 3.733 -3.465
H 0.701 2.895 -1.621
H -1.994 3.776 -0.510
H -0.588 4.864 -0.898
H -0.503 3.718 0.419
H -0.536 0.822 -1.554
O -2.121 -3.368 0.842
H -1.400 -2.730 0.732
H -1.918 -4.073 0.221
O -0.470 1.391 2.028
H 0.402 1.502 2.418
H -0.322 1.353 1.071
O 2.433 -5.052 2.026
H 2.622 -4.112 2.108
H 3.193 -5.428 1.572
O 1.440 -2.225 3.163
H 2.273 -2.072 3.621
H 0.933 -2.806 3.742
O 0.369 -1.766 0.545
H 0.135 -0.850 0.753
H 0.927 -2.047 1.288
O 0.235 -0.836 -2.128
H 0.390 -1.383 -1.340
H 0.379 -1.408 -2.886

***

76
Properties=species:S:1:pos:R:3 method="wB97M-V/def2-TZVPD" lumo_energy_ev=2.55 relative_energy_ev=0.2432 orbital_gap_ev=6.22 e_homo_ev=-3.67 charge=-1
Pd -0.418 0.688 0.183
C -4.395 0.354 1.590
C -3.447 -0.174 0.520
C -3.869 -1.569 0.069
O -2.147 -0.168 1.021
H -5.437 0.356 1.243
H -4.119 1.379 1.851
H -4.322 -0.272 2.488
H -3.560 0.495 -0.354
H -3.836 -2.260 0.919
H -3.175 -1.934 -0.693
H -4.881 -1.574 -0.352
Te -0.359 3.319 0.081
C -1.961 3.674 -1.258
C -2.553 2.837 -2.167
C -3.642 3.432 -2.877
C -3.870 4.722 -2.503
S -2.755 5.196 -1.290
H -2.219 1.823 -2.301
H -4.232 2.913 -3.621
H -4.620 5.408 -2.867
C 0.330 0.801 -3.701
C 0.113 -0.559 -3.012
C -1.419 -0.774 -2.924
C 0.710 -1.647 -3.917
Si 0.858 -0.519 -1.255
C 0.798 -2.281 -0.434
C 1.996 -3.175 -0.781
C 0.728 -2.136 1.102
C -0.481 -3.043 -0.817
C 2.674 0.178 -1.240
C 3.637 -0.527 -2.211
C 3.210 0.045 0.201
C 2.749 1.682 -1.559
H -0.293 0.852 -4.603
H 1.368 0.928 -4.014
H 0.069 1.650 -3.064
H -1.887 -0.444 -3.860
H -1.877 -0.211 -2.104
H -1.683 -1.821 -2.779
H 0.206 -1.617 -4.893
H 0.578 -2.651 -3.512
H 1.777 -1.502 -4.095
H 2.943 -2.775 -0.420
H 2.096 -3.346 -1.858
H 1.851 -4.154 -0.304
H 1.603 -1.641 1.525
H 0.656 -3.139 1.548
H -0.148 -1.570 1.423
H -0.504 -3.345 -1.864
H -1.377 -2.456 -0.603
H -0.536 -3.957 -0.210
H 3.659 -1.612 -2.106
H 4.657 -0.156 -2.032
H 3.393 -0.297 -3.251
H 3.335 -0.993 0.516
H 2.545 0.533 0.918
H 4.194 0.528 0.265
H 2.493 1.917 -2.590
H 3.784 2.018 -1.393
H 2.098 2.271 -0.918
N -0.635 1.294 4.810
C -0.676 1.068 3.460
N 0.452 0.626 2.984
C 1.298 0.541 4.089
C 2.613 0.087 4.171
C 3.227 0.083 5.411
C 2.553 0.526 6.563
C 1.244 0.974 6.499
C 0.638 0.963 5.246
H -1.392 1.651 5.363
H -1.578 1.178 2.867
H 3.132 -0.254 3.283
H 4.249 -0.267 5.499
H 3.066 0.514 7.516
H 0.722 1.317 7.385

***

45
Properties=species:S:1:pos:R:3 method="wB97M-V/def2-TZVPD" lumo_energy_ev=0.75 orbital_gap_ev=8.63 e_homo_ev=-7.87 charge=0
O -0.906 -3.011 0.778
S 0.134 -2.256 0.129
O 1.374 -2.950 -0.107
C -0.465 -1.512 -1.420
C -0.726 -0.044 -1.105
N -2.128 0.193 -0.892
C -2.819 -0.392 0.237
C -2.943 0.546 1.448
C -3.580 1.867 1.024
C -2.775 2.482 -0.118
C -2.678 1.474 -1.270
C 0.284 0.408 0.027
N 1.500 0.851 -0.625
C 1.853 2.247 -0.487
C 2.764 2.520 0.714
C 4.045 1.708 0.550
C 3.697 0.227 0.424
C 2.670 0.000 -0.698
C 0.427 -0.709 1.047
H 0.328 -1.643 -2.147
H -1.365 -2.032 -1.728
H -0.451 0.554 -1.980
H -2.334 -1.325 0.521
H -3.835 -0.634 -0.101
H -1.962 0.749 1.882
H -3.551 0.060 2.212
H -3.628 2.555 1.870
H -4.601 1.682 0.682
H -3.256 3.394 -0.475
H -1.776 2.748 0.234
H -2.085 1.890 -2.087
H -3.693 1.293 -1.648
H -0.163 1.280 0.515
H 0.940 2.843 -0.427
H 2.383 2.543 -1.400
H 2.254 2.226 1.635
H 2.989 3.586 0.773
H 4.712 1.868 1.399
H 4.564 2.040 -0.353
H 3.308 -0.127 1.381
H 4.592 -0.355 0.200
H 2.366 -1.046 -0.713
H 3.161 0.224 -1.655
H -0.335 -0.670 1.818
H 1.410 -0.768 1.498

***

10
Properties=species:S:1:pos:R:3 method="wB97M-V/def2-TZVPD" lumo_energy_ev="0.28 / -2.84" relative_energy_ev=2.9804 orbital_gap_ev="6.52 / 6.97" e_homo_ev="-6.24 / -9.81" multiplicity=3 charge=0
C 0.681 -0.299 -0.589
C 0.358 0.501 0.665
N 0.121 -1.598 -0.432
N -1.135 0.429 0.818
P -1.309 -1.672 0.095
Cl -1.953 1.179 -0.512
H 0.105 0.258 -1.394
H 1.755 -0.362 -0.804
H 0.655 0.129 1.634
H 0.722 1.434 0.518